42
Properties=species:S:1:pos:R:3:forces:R:3:lowdin_charge:R:1 method="wB97M-V/def2-TZVPD" e_homo_ev=-12.1 total_charge=+1
C -1.31948 0.16900 1.58431 -0.60 -0.57 -0.47 -0.034
C -0.16751 0.63048 0.68754 0.35 2.59 4.09 -0.054
C 1.21130 0.49523 1.25616 -0.11 -0.95 -0.76 -0.122
C 2.10299 1.58160 1.47382 0.68 0.50 -0.78 -0.185
C 1.65878 3.01418 1.50548 0.01 0.46 -0.11 -0.034
C 3.47012 1.34774 1.67415 -0.55 -0.13 0.23 0.012
C 3.97928 0.05250 1.77625 0.00 -0.14 -0.15 -0.230
C 5.46064 -0.20146 1.89691 0.17 -0.13 0.08 -0.031
C 3.06802 -1.00782 1.76962 -0.14 0.11 0.15 0.014
C 1.70346 -0.79991 1.55923 0.61 -0.22 -0.19 -0.191
C 0.81455 -1.99602 1.61283 -0.08 -0.54 -0.11 -0.024
H -2.07598 0.95279 1.68964 0.20 0.01 -0.33 0.104
H -1.82200 -0.68512 1.13986 -0.18 -0.07 0.22 0.071
H -1.04154 -0.11789 2.60255 0.49 0.09 -0.38 0.099
H -0.35948 1.67534 0.41285 0.21 -0.51 -0.51 0.124
H 2.53139 3.67157 1.62773 -0.33 -0.21 -0.07 0.089
H 1.14782 3.32998 0.59094 -0.04 -0.04 0.05 0.084
H 0.98936 3.21352 2.35199 0.07 -0.13 -0.17 0.100
H 4.16452 2.19035 1.75881 -0.41 -0.23 0.03 0.133
H 5.65735 -1.28380 1.93050 0.01 0.42 -0.02 0.084
H 6.01932 0.22838 1.04519 -0.33 -0.15 0.35 0.099
H 5.87329 0.24862 2.81734 -0.22 -0.14 -0.36 0.098
H 3.44315 -2.02764 1.91644 -0.24 0.42 -0.03 0.128
H 1.42002 -2.90237 1.68432 -0.14 0.09 -0.03 0.093
H 0.15765 -1.97414 2.48640 0.07 0.03 -0.07 0.096
H 0.18780 -2.09535 0.72708 -0.07 -0.03 -0.03 0.069
C -5.32248 -1.31412 -3.87746 0.01 -0.08 0.08 -0.050
O -4.38082 -0.24127 -3.82483 0.93 0.32 0.60 -0.072
C -3.30959 -0.24684 -2.98703 -0.32 -0.14 0.05 -0.241
C -2.50638 0.92093 -2.99503 -0.03 -0.92 0.05 0.029
C -1.38466 0.99829 -2.17364 0.28 1.00 0.15 -0.040
C -1.04857 -0.02272 -1.28501 -1.27 -0.49 -1.16 -0.084
C -1.82683 -1.17579 -1.31426 0.00 -0.86 0.82 -0.061
C -2.96360 -1.31277 -2.12697 0.46 0.60 -0.27 0.021
H -6.09058 -0.94983 -4.56229 0.09 -0.20 0.17 0.101
H -4.87450 -2.22894 -4.28253 0.02 0.18 0.08 0.101
H -5.76830 -1.52004 -2.89571 0.13 0.12 -0.16 0.100
H -2.79243 1.71305 -3.68605 0.28 -0.11 0.25 0.134
H -0.76811 1.89352 -2.24431 -0.17 -0.08 0.14 0.125
H -0.13577 0.03332 -0.53779 0.11 -0.55 -1.19 0.112
H -1.54716 -2.02714 -0.67458 -0.30 0.43 -0.28 0.117
H -3.55505 -2.22940 -2.11044 0.32 0.26 0.04 0.120

---

86
Properties=species:S:1:pos:R:3:forces:R:3:lowdin_charge:R:1 method="wB97M-V/def2-TZVPD" e_homo_ev=-6.9 total_charge=-1
N 8.40977 17.88287 2.62755 -1.47 -0.05 -0.63 0.363
H 8.73061 18.82962 2.77185 0.41 0.35 0.36 0.164
H 8.80657 17.18569 3.24120 0.75 -0.25 0.13 0.166
H 8.40533 17.66350 1.64166 1.20 -0.42 -0.60 0.152
H 7.40777 17.83599 2.74548 -0.77 0.40 0.95 0.154
O 11.91410 21.50259 12.96075 0.27 0.14 0.32 0.146
C 11.18629 20.78216 12.35002 0.13 0.18 0.70 -0.406
O 11.31272 20.45126 11.08540 -0.63 -0.79 -0.67 0.241
B 10.09443 19.68451 10.70814 0.81 -0.14 -0.99 -0.860
O 9.36196 19.48463 11.92121 -1.17 -2.34 -0.65 0.269
C 9.85939 20.15984 12.88000 0.07 2.74 1.81 -0.408
O 9.28108 20.51821 13.88319 0.73 -0.83 -0.33 0.127
O 9.22285 20.42063 9.82814 -1.04 0.44 -1.60 0.221
C 8.96594 19.78638 8.65657 0.66 3.40 0.33 -0.314
O 8.34893 20.32826 7.74144 1.02 -2.03 1.58 0.089
C 9.82091 18.52140 8.79442 -2.80 -2.53 -3.84 -0.465
O 10.40651 18.42705 9.89634 1.34 1.22 3.20 0.265
O 9.71018 17.62215 7.97612 0.51 0.56 -0.06 0.096
O 15.79180 13.87525 6.51062 0.05 3.92 -2.64 0.075
C 15.70995 14.96340 5.86481 -0.43 -4.86 3.07 -0.332
O 14.63512 15.73893 5.92828 0.98 0.69 -1.05 0.234
B 14.96354 16.95856 5.15511 0.53 0.82 -0.47 -0.870
O 16.35496 16.83098 4.68313 0.76 -2.87 -0.05 0.192
C 16.80881 15.56242 4.97781 2.14 1.67 -0.91 -0.311
O 17.91966 15.12335 4.66761 -3.21 0.80 0.86 0.106
O 14.99575 18.19467 5.94339 -1.47 1.81 -0.35 0.208
C 14.32437 19.20032 5.32443 -0.90 1.76 2.46 -0.284
O 14.08954 20.34826 5.79397 1.16 -4.48 -2.25 0.081
C 13.73564 18.54229 4.01742 -0.67 0.66 -2.24 -0.352
O 14.07581 17.24554 3.96110 -0.17 1.13 1.30 0.192
O 13.10888 19.12197 3.12239 1.06 -1.11 2.12 0.063
C 12.59023 11.03067 1.51165 -1.60 -1.36 0.94 -0.121
C 11.81626 9.79439 2.11642 1.84 -0.23 1.11 -0.205
O 10.55400 10.25277 2.52696 -1.80 1.45 0.34 -0.225
S 10.76965 11.71676 3.36405 1.30 -2.38 -0.31 0.770
O 11.18566 11.32091 4.72464 -0.82 1.49 -3.42 -0.234
O 9.73004 12.69684 3.12812 1.47 -1.76 0.37 -0.242
O 11.97242 12.05168 2.29888 0.01 2.14 1.16 -0.238
H 12.38063 11.19820 0.45519 -0.32 0.17 0.08 0.118
H 13.67258 11.04779 1.63939 -0.18 -0.20 0.42 0.130
H 12.28605 9.50141 3.05534 0.73 0.19 0.09 0.115
H 11.79625 8.82906 1.61062 -0.63 0.55 -0.79 0.130
C 1.22548 22.78396 3.40238 -0.16 -0.10 -0.65 -0.134
C 2.37428 23.32689 4.29904 -1.26 -0.75 -0.90 -0.153
O 3.23765 22.21738 4.38794 1.48 -1.51 0.34 -0.210
S 2.79045 20.85362 3.61840 0.04 -0.46 0.26 0.686
O 2.12206 19.97410 4.57067 0.67 1.82 -1.71 -0.243
O 3.85031 20.27274 2.81548 -1.36 1.33 1.19 -0.253
O 1.80986 21.68274 2.62495 0.05 -0.25 1.02 -0.211
H 0.88348 23.52582 2.68073 0.14 -0.15 -0.03 0.127
H 0.34827 22.38226 3.90956 0.24 0.09 0.38 0.125
H 2.01685 23.59837 5.29234 0.11 0.04 -0.09 0.134
H 2.88116 24.15139 3.79767 0.13 -0.08 0.19 0.131
C 9.45391 25.15751 5.61461 2.06 -0.69 0.86 -0.158
C 9.11629 24.73479 4.16118 0.15 1.75 1.27 -0.150
O 8.54200 25.98147 3.74166 0.65 1.66 -2.21 -0.243
S 9.42784 27.33339 4.27259 1.23 -2.56 0.24 0.777
O 8.54100 28.46876 4.17114 1.37 -1.69 0.39 -0.238
O 10.84222 27.40256 3.78206 -4.23 -0.32 1.10 -0.272
O 9.44122 26.59433 5.76301 -0.40 1.76 -1.37 -0.227
H 10.51473 24.93730 5.73411 -0.06 -0.48 0.38 0.123
H 8.93140 24.74792 6.47909 -0.41 0.02 -0.46 0.136
H 8.40558 23.92373 4.00254 -0.15 0.38 0.26 0.131
H 10.06323 24.50000 3.67511 -0.21 0.15 -0.42 0.121
C 11.02967 23.37790 -2.69439 3.28 -0.02 -0.12 -0.215
C 10.75024 22.18273 -3.61097 0.12 0.44 0.52 -0.203
O 9.37909 22.28794 -3.66944 -4.39 0.47 1.32 -0.211
S 8.77257 22.62377 -2.13304 0.58 -0.93 1.33 0.752
O 8.73041 21.37042 -1.38193 -0.15 1.97 -1.42 -0.267
O 7.63917 23.51908 -2.11588 1.72 -1.33 -0.72 -0.227
O 10.14919 23.42136 -1.60621 -2.66 -1.45 -0.97 -0.176
H 10.97594 24.33788 -3.20785 0.16 -0.18 -0.28 0.136
H 12.00391 23.19719 -2.24016 0.25 0.58 -0.12 0.136
H 10.98308 21.19724 -3.20761 0.57 0.12 0.22 0.132
H 11.06501 22.25853 -4.65178 0.51 0.28 0.29 0.142
C 8.76880 14.60553 -2.53759 1.17 0.31 -0.73 -0.188
C 7.95181 13.27771 -2.68596 3.05 1.21 -2.20 -0.212
O 6.69480 13.54567 -2.21837 -2.12 1.83 1.18 -0.170
S 6.52177 15.17291 -1.79218 -1.29 2.61 1.33 0.813
O 5.88441 15.28750 -0.43334 1.77 -0.67 -4.52 -0.278
O 6.09205 16.10040 -2.90663 1.08 -3.73 3.28 -0.265
O 8.11834 15.41054 -1.58261 -1.54 -0.42 0.87 -0.217
H 8.82480 15.24392 -3.41930 -0.44 -0.55 -0.63 0.123
H 9.82355 14.50670 -2.28098 -0.23 -0.42 0.60 0.133
H 8.50483 12.41434 -2.31601 -0.73 0.04 1.09 0.133
H 7.98279 13.11810 -3.76376 -0.65 -0.18 -0.21 0.125

---

57
Properties=species:S:1:pos:R:3:forces:R:3:lowdin_charge:R:1 method="wB97M-V/def2-TZVPD" e_homo_ev=-4.1 total_charge=-1
Ba -0.09903 -0.07799 0.38048 -0.66 1.98 -0.04 1.483
B 3.09038 -0.31678 3.21178 -0.10 -0.08 -0.13 -0.383
N 1.59586 -0.17529 3.71385 0.27 0.13 -0.10 -0.097
C 1.29920 -0.13106 5.01922 0.14 0.04 0.15 -0.119
C -0.07398 -0.17529 5.17224 0.04 0.02 0.03 -0.079
C -0.54669 -0.23993 3.86163 -0.03 -0.03 0.13 -0.194
N 0.46707 -0.24257 3.00053 0.15 -0.16 -0.10 -0.139
N 3.38953 -0.09536 1.67020 -0.09 0.05 0.31 -0.094
C 4.63765 0.08238 1.22006 0.16 0.07 0.11 -0.115
C 4.62435 0.08738 -0.16273 0.05 0.03 0.02 -0.075
C 3.27797 -0.08841 -0.47745 0.11 -0.04 0.02 -0.196
N 2.55321 -0.20929 0.63371 -0.03 -0.17 0.10 -0.147
H 3.45936 -1.43312 3.49266 0.01 -0.15 0.00 0.058
H 3.73457 0.51547 3.79754 0.09 0.04 0.09 0.062
H 2.09169 -0.07639 5.74664 -0.01 0.00 0.04 0.114
H -0.63647 -0.15928 6.08831 -0.02 0.01 0.03 0.081
H -1.56401 -0.29634 3.50413 -0.04 0.03 -0.03 0.098
H 5.44686 0.19567 1.92168 0.04 0.01 -0.02 0.115
H 5.45715 0.21734 -0.82980 0.03 0.02 -0.02 0.083
H 2.79673 -0.11653 -1.44437 -0.01 0.02 -0.05 0.094
S -0.70154 0.59074 -2.58159 -0.18 -0.03 -0.09 0.363
C -2.38550 0.07930 -2.69641 0.11 0.01 0.01 -0.800
C -2.79566 -0.20765 -4.04369 -0.04 -0.04 -0.08 -0.341
N -3.07237 -0.45479 -5.13580 0.01 0.02 0.02 0.128
C -3.31540 -0.07390 -1.70280 -0.08 -0.06 -0.12 -0.819
S -3.17061 0.10340 0.01964 -0.01 0.13 0.05 0.383
C -4.65317 -0.42796 -2.12070 0.00 0.03 -0.03 -0.331
N -5.73657 -0.68050 -2.42114 0.02 -0.02 0.02 0.132
C -2.62572 3.96836 2.23770 0.08 0.02 0.10 -0.039
N -2.70366 3.76932 0.81168 0.00 0.00 0.01 -0.133
C -3.85802 3.78162 0.05179 -0.05 -0.11 -0.27 -0.071
C -3.50250 3.45597 -1.21049 -0.31 0.00 0.09 -0.093
N -2.14523 3.27013 -1.20746 0.37 -0.15 -0.09 0.058
C -1.65116 3.44109 0.03770 0.65 0.05 -0.33 -0.854
S -0.00421 3.36382 0.47614 -0.34 -0.17 0.20 0.465
H -3.58581 4.34248 2.58492 0.00 0.00 0.02 0.087
H -1.83704 4.68378 2.46822 -0.02 -0.03 0.00 0.078
H -2.39487 3.02518 2.73537 0.00 0.04 0.00 0.091
H -4.81843 3.97593 0.49058 -0.04 0.00 -0.03 0.115
H -4.09943 3.30056 -2.08975 -0.03 0.01 0.00 0.122
H -1.57486 2.82828 -1.94005 -0.25 0.06 0.28 0.068
C 1.48884 -5.97988 -0.02750 0.03 -0.09 -0.02 -0.141
C 0.30185 -5.03440 -0.06890 -0.13 0.10 -0.12 -0.385
S 0.85070 -3.32975 -0.30734 -0.56 0.31 0.08 0.925
O -0.33827 -2.45201 0.08122 0.60 -1.84 -0.20 -0.835
C 0.87541 -3.21719 -2.11072 0.10 -0.13 -0.04 -0.379
C -0.49539 -3.29330 -2.76096 0.01 0.01 -0.01 -0.121
H 1.13832 -7.00522 0.09175 0.02 0.00 0.02 0.076
H 2.15525 -5.74466 0.80137 -0.01 0.01 0.02 0.075
H 2.07322 -5.93892 -0.94766 -0.01 0.00 -0.03 0.067
H -0.23620 -5.00058 0.87888 0.06 0.01 0.02 0.096
H -0.41435 -5.28898 -0.84970 -0.02 0.03 0.00 0.088
H 1.57012 -3.99042 -2.44807 0.02 0.01 -0.06 0.087
H 1.33855 -2.24892 -2.30870 0.01 0.03 0.07 0.068
H -0.81018 -4.32200 -2.93144 -0.04 -0.02 0.02 0.071
H -0.46147 -2.77458 -3.71800 -0.02 -0.04 -0.03 0.083
H -1.23990 -2.77997 -2.15299 -0.01 0.02 0.01 0.068

---

55
Properties=species:S:1:pos:R:3:forces:R:3:lowdin_charge:R:1 method="wB97M-V/def2-TZVPD" e_homo_ev="-17.3 / -17.4" multiplicity=3 total_charge=+3
Mo 0.23557 -0.13484 -0.20885 0.32 0.20 0.32 1.106
C 1.45246 -3.57101 -0.21394 0.08 -0.08 0.09 0.028
N 0.48524 -3.06308 -1.19045 -0.08 0.05 -0.17 -0.094
C 0.38171 -3.43883 -2.44255 0.20 -0.09 0.13 0.088
C -0.74130 -2.78681 -2.99617 -0.21 0.10 -0.04 0.039
N -1.30746 -2.04578 -2.07314 0.11 -0.18 -0.06 0.029
B -2.76987 -1.41863 -2.42295 0.04 0.01 -0.02 -0.344
N -3.37457 -0.54835 -1.29655 0.00 0.07 0.01 -0.014
C -4.66913 -0.70451 -0.87554 -0.03 -0.04 0.05 0.015
C -4.99277 0.36053 -0.09136 -0.01 -0.03 0.00 0.035
N -3.88955 1.16626 -0.03897 0.07 -0.03 -0.05 -0.089
C -3.79711 2.44332 0.67101 -0.01 0.09 0.05 0.020
C -2.92177 0.59488 -0.77459 -0.12 0.00 0.02 -0.649
S -1.34456 1.28828 -1.00457 -0.01 0.15 0.05 0.796
C -0.53818 -2.11857 -0.90318 -0.10 -0.02 0.16 -0.804
S -1.11860 -1.82724 0.70598 0.08 -0.14 -0.13 0.759
H 2.17328 -4.19721 -0.73188 -0.01 0.01 -0.02 0.119
H 0.92251 -4.15785 0.53419 -0.02 0.01 -0.01 0.115
H 1.96632 -2.74281 0.26926 -0.01 0.00 -0.01 0.080
H 1.06362 -4.13264 -2.91288 0.01 0.00 0.01 0.173
H -1.13683 -2.87281 -3.99767 -0.02 0.01 0.00 0.170
H -3.44896 -2.39258 -2.54206 -0.04 0.03 -0.06 0.105
H -2.59360 -0.79016 -3.42361 0.01 0.02 0.01 0.100
H -5.26679 -1.54480 -1.18269 0.00 0.00 -0.01 0.148
H -5.90864 0.60730 0.41758 0.00 0.01 0.00 0.153
H -4.74517 2.62844 1.16634 -0.01 -0.02 -0.01 0.112
H -3.60308 3.24764 -0.03542 0.00 -0.02 -0.01 0.109
H -3.00790 2.40196 1.41831 -0.01 -0.02 0.00 0.098
N 1.35022 -0.26133 1.52877 -0.27 -0.06 -0.16 -0.003
C 1.80830 -0.29937 2.61052 0.05 0.16 0.01 -0.175
N 2.32666 -0.32859 3.76848 -0.04 -0.02 -0.11 -0.029
C 3.47715 0.54147 4.15102 0.14 0.04 0.08 -0.050
C 4.57572 -0.35094 4.71641 -0.06 0.01 -0.04 -0.165
O 4.06953 -1.12658 5.77568 0.03 -0.01 0.01 -0.090
C 3.08547 -2.03341 5.34367 -0.05 0.04 -0.06 -0.167
C 1.86786 -1.27650 4.82470 0.02 -0.12 0.15 -0.049
H 3.11683 1.22727 4.91822 -0.02 0.01 -0.03 0.147
H 3.81075 1.09811 3.27721 -0.02 0.00 -0.01 0.137
H 5.37559 0.26881 5.11658 0.00 0.01 0.00 0.149
H 4.98707 -0.99154 3.92575 0.01 -0.01 0.02 0.138
H 2.79593 -2.63754 6.20117 0.00 0.00 0.00 0.149
H 3.48141 -2.69510 4.56222 0.02 0.00 0.01 0.137
H 1.42884 -0.67847 5.62374 -0.02 0.02 -0.03 0.148
H 1.11590 -1.94336 4.40670 0.00 0.01 -0.02 0.137
Br 3.96341 5.45937 -1.49718 -0.06 -0.10 0.02 0.935
C 2.96540 3.93894 -1.12298 0.04 0.07 -0.01 -0.660
C 2.94180 2.86707 -2.01321 0.04 0.05 -0.01 -0.060
C 2.18349 1.76494 -1.69891 -0.03 -0.05 0.01 -0.118
N 1.46119 1.66985 -0.56247 0.03 -0.12 -0.10 -0.195
C 1.48956 2.71248 0.29253 -0.02 -0.03 0.02 -0.143
C 2.22080 3.85049 0.05366 0.02 0.03 -0.01 -0.063
H 3.50315 2.89858 -2.93618 -0.01 -0.02 -0.01 0.128
H 2.14304 0.92248 -2.38069 0.00 0.01 -0.01 0.117
H 0.89360 2.62008 1.19200 0.00 0.01 0.00 0.113
H 2.21054 4.66442 0.76471 -0.01 -0.01 0.01 0.126

---

Quick rundown of relative energy (zero: lowest compared OMol25 entry of this formula, charge and spin), same order as above: 57.9, 204.9, 16.6, 20.4 kcal/mol
Quick rundown of E, same order as above: -774.575587, -5504.522747, -2856.891644, -4621.350669 a.u.